No. 1
122
Properties=species:S:1:pos:R:3 method="wB97M-V/def2-TZVPD" charge=0 smiles="C[C@H]1COC(=O)O1.C[C@H]1COC(=O)O1.COC(=O)OC.COC(=O)OC.COC(=O)OC.COC(=O)OC.COC(=O)OC.COC(=O)OC.COC(=O)OC.CCCC#N" gap_ev=10.4
C 13.41 5.12 20.39
C 14.54 4.99 19.36
C 15.04 3.67 18.91
O 14.93 3.77 17.54
C 14.26 4.81 17.13
O 13.98 5.13 16.00
O 14.08 5.57 18.15
H 13.07 6.20 20.43
H 13.54 4.70 21.37
H 12.57 4.64 20.06
H 15.33 5.60 19.63
H 14.51 2.78 19.26
H 16.06 3.42 19.16
C 18.31 5.43 17.89
C 18.66 5.91 19.32
C 18.26 7.36 19.64
O 17.71 7.23 20.95
C 17.50 6.00 21.28
O 16.97 5.55 22.28
O 17.93 5.25 20.34
H 17.27 5.65 17.62
H 18.43 4.38 17.83
H 18.99 5.78 17.16
H 19.70 5.82 19.51
H 17.60 7.85 18.95
H 19.15 8.01 19.66
C 18.94 -1.62 22.30
O 19.76 -1.85 21.19
C 19.42 -1.34 20.01
O 18.44 -0.36 19.91
O 20.14 -1.73 18.95
C 20.12 -1.02 17.67
H 17.97 -1.29 21.99
H 19.31 -0.90 23.01
H 18.83 -2.49 22.87
H 19.53 -0.13 17.80
H 19.87 -1.61 16.71
H 21.15 -0.63 17.51
C 15.05 -2.67 23.29
O 15.30 -4.00 23.18
C 14.55 -4.95 23.77
O 13.54 -4.59 24.65
O 14.94 -6.24 23.39
C 14.33 -7.33 23.97
H 15.23 -2.49 24.35
H 14.03 -2.44 23.07
H 15.68 -2.00 22.69
H 13.84 -7.14 24.92
H 15.08 -8.14 24.18
H 13.52 -7.73 23.29
C 17.38 1.64 16.86
O 17.77 0.47 16.11
C 18.62 0.57 15.01
O 19.34 1.74 14.67
O 18.86 -0.58 14.47
C 19.70 -0.70 13.35
H 17.37 1.40 17.90
H 16.35 1.99 16.61
H 18.19 2.39 16.78
H 19.65 -1.73 12.85
H 20.69 -0.58 13.74
H 19.59 -0.02 12.66
C 11.24 3.03 18.11
O 12.06 2.58 19.11
C 11.71 1.45 19.70
O 10.40 0.84 19.51
O 12.72 0.97 20.48
C 12.54 -0.31 21.14
H 11.20 2.34 17.26
H 11.68 3.99 17.75
H 10.28 3.13 18.50
H 13.23 -0.93 20.71
H 11.56 -0.80 20.93
H 12.79 -0.10 22.15
C 16.59 -5.44 20.43
O 16.82 -4.21 19.84
C 15.95 -3.33 19.68
O 14.57 -3.44 19.75
O 16.53 -2.15 19.29
C 15.75 -1.00 19.06
H 17.30 -5.40 21.22
H 16.88 -6.20 19.73
H 15.48 -5.63 20.74
H 14.72 -1.29 18.95
H 15.97 -0.44 18.17
H 15.87 -0.48 19.96
C 22.05 6.12 17.39
O 22.05 5.09 18.41
C 21.22 4.01 18.30
O 20.70 3.53 17.10
O 21.15 3.35 19.46
C 20.17 2.34 19.67
H 21.28 6.88 17.48
H 21.82 5.75 16.43
H 23.04 6.51 17.26
H 20.60 1.55 18.93
H 19.11 2.67 19.43
H 20.24 1.84 20.63
C 9.93 2.75 22.47
O 11.10 1.97 22.60
C 11.62 1.96 23.82
O 11.21 2.72 24.89
O 12.71 1.14 23.85
C 13.26 0.76 25.09
H 8.99 2.30 22.74
H 9.85 2.89 21.39
H 9.98 3.61 23.00
H 12.43 0.63 25.80
H 13.90 1.56 25.53
H 13.92 -0.02 24.86
C 16.43 1.86 21.42
C 15.47 2.58 22.33
C 16.07 2.61 23.72
C 16.24 1.21 24.17
N 16.39 0.10 24.50
H 16.06 1.64 20.35
H 16.56 0.85 21.70
H 17.48 2.26 21.46
H 14.44 2.19 22.25
H 15.29 3.67 22.09
H 15.22 3.05 24.29
H 16.91 3.30 23.90


No. 2
132
Properties=species:S:1:pos:R:3 method="wB97M-V/def2-TZVPD" charge=0 gap_ev=8.4
C -1.34 5.17 0.18
C -1.19 3.72 0.71
C -2.56 3.06 1.01
C -0.51 3.87 2.13
C -0.22 2.83 -0.10
C -0.49 2.60 -1.63
C -1.90 2.94 -2.14
C 0.50 3.51 -2.41
C -0.15 1.13 -1.92
C 0.84 0.72 -2.77
C 1.09 -0.62 -2.93
C 0.40 -1.58 -2.26
O 0.67 -2.93 -2.42
C -0.37 -3.61 -3.17
C -1.42 -4.41 -2.36
O -2.69 -4.37 -2.99
C -3.54 -3.37 -2.48
C -4.96 -3.51 -3.03
B -5.06 -3.37 -4.58
P -4.30 -1.96 -5.63
O -3.72 -2.59 -6.83
O -3.14 -1.14 -4.90
O -5.40 -0.86 -6.09
C -0.60 -1.16 -1.39
C -0.86 0.16 -1.25
H -2.24 5.31 -0.43
H -0.45 5.41 -0.42
H -1.37 5.90 0.99
H -2.86 3.20 2.05
H -2.53 1.99 0.78
H -3.33 3.48 0.35
H -0.83 4.77 2.65
H 0.57 3.76 2.05
H -0.86 3.00 2.71
H 0.77 3.29 -0.02
H -0.12 1.89 0.47
H -1.98 2.60 -3.19
H -2.08 4.01 -2.17
H -2.71 2.44 -1.60
H 1.50 3.32 -2.01
H 0.23 4.56 -2.30
H 0.50 3.25 -3.48
H 1.44 1.43 -3.33
H 1.87 -0.92 -3.62
H -0.87 -2.85 -3.79
H 0.16 -4.32 -3.81
H -1.46 -4.16 -1.29
H -1.11 -5.46 -2.40
H -3.54 -3.36 -1.37
H -3.16 -2.38 -2.78
H -5.59 -2.74 -2.55
H -5.35 -4.47 -2.69
H -5.69 -4.18 -5.18
H -2.32 -1.17 -5.42
H -4.99 0.01 -6.04
H -1.19 -1.85 -0.80
H -1.65 0.48 -0.57
C -7.10 -0.35 -0.93
Cl -7.49 0.76 0.39
Cl -5.40 -0.87 -0.86
H -7.73 -1.22 -0.86
H -7.27 0.16 -1.88
C 1.78 -0.92 2.30
Cl 1.08 0.43 3.21
Cl 1.13 -0.99 0.65
H 2.85 -0.78 2.25
H 1.55 -1.84 2.81
C -7.79 -4.83 -0.69
Cl -8.04 -3.50 -1.82
Cl -8.08 -4.34 0.98
H -8.47 -5.64 -0.94
H -6.76 -5.17 -0.78
C 5.64 -1.86 3.72
Cl 4.04 -1.78 4.48
Cl 5.67 -0.99 2.18
H 6.37 -1.42 4.39
H 5.88 -2.90 3.53
C 2.37 -6.74 -3.55
Cl 0.65 -6.93 -3.19
Cl 2.63 -5.75 -4.99
H 2.85 -6.25 -2.71
H 2.81 -7.72 -3.71
C 3.81 -2.80 -2.95
Cl 4.59 -4.37 -2.66
Cl 5.01 -1.53 -3.25
H 3.17 -2.89 -3.81
H 3.23 -2.53 -2.07
C 3.64 4.12 0.83
Cl 2.91 2.51 0.91
Cl 3.01 5.19 2.09
H 4.71 4.02 0.95
H 3.41 4.56 -0.14
C 7.88 3.33 0.70
Cl 6.68 2.24 1.40
Cl 7.19 4.92 0.31
H 8.69 3.47 1.41
H 8.27 2.89 -0.21
C 2.82 6.66 5.27
Cl 1.91 7.70 4.17
Cl 2.71 7.22 6.94
H 2.41 5.65 5.21
H 3.86 6.65 4.97
C -1.53 -1.56 4.87
Cl -0.03 -2.48 4.66
Cl -2.94 -2.48 4.35
H -1.64 -1.32 5.93
H -1.46 -0.65 4.29
C -1.17 -4.82 7.51
Cl -0.85 -3.30 8.35
Cl -2.29 -5.84 8.42
H -1.61 -4.59 6.54
H -0.24 -5.35 7.38
C -1.39 -0.64 -8.49
Cl -1.81 0.46 -7.16
Cl 0.30 -1.16 -8.39
H -2.03 -1.52 -8.42
H -1.55 -0.13 -9.43
C -5.17 -1.39 7.00
Cl -6.58 -1.22 8.06
Cl -3.86 -2.26 7.78
H -5.47 -1.94 6.11
H -4.82 -0.40 6.72
C 10.51 3.08 -3.14
Cl 9.78 1.47 -3.11
Cl 9.89 4.09 -1.84
H 11.59 2.97 -3.02
H 10.29 3.55 -4.09
C 4.66 4.33 8.85
Cl 5.29 5.02 7.35
Cl 3.68 2.89 8.54
H 5.50 4.05 9.48
H 4.05 5.07 9.35


| no. | strongest force on any atom (eV/Å) |
| --- | --- |
| 1 | 10.04 |
| 2 | 1.96 |